Record 1
Computed, not measured: a 4-piece molecular cluster, C2H12N2O3 overall at a distorted geometry, with ωB97M-V/def2-TZVPD.

Bonds (Å) are listed after each position.
Cartesian coordinates (Å):
1 O 0.1630 -2.8771 1.3464  H17 0.965, H18 0.965
2 O 3.6136 -0.0286 -0.6277  H10 0.972, H14 0.967
3 O -1.0865 -1.4162 -1.4897  H9 0.960, H11 0.956
4 N -1.6191 0.8488 1.8738  C7 1.417, H13 1.010, H16 1.008
5 N 0.0178 1.8127 -1.3045  C6 1.404, H8 1.010, H19 1.008
6 C -0.9455 1.4172 -0.3628  N5 1.404, C7 1.356, H12 1.084
7 C -0.6261 1.2479 0.9443  N4 1.417, C6 1.356, H15 1.085
8 H 0.6937 2.4757 -0.9532  N5 1.010
9 H -1.6742 -1.2633 -2.2332  O3 0.960
10 H 2.8211 0.4070 -0.2714  O2 0.972
11 H -0.4599 -0.6955 -1.4386  O3 0.956
12 H -1.8874 1.0561 -0.7588  C6 1.084
13 H -1.1646 0.4444 2.6802  N4 1.010
14 H 3.4061 -0.9641 -0.4951  O2 0.967
15 H 0.2821 1.7166 1.3096  C7 1.085
16 H -2.2586 0.1902 1.4574  N4 1.008
17 H 0.2083 -1.9982 0.9516  O1 0.965
18 H -0.3078 -3.4404 0.7197  O1 0.965
19 H -0.2995 2.0798 -2.2237  N5 1.008

Computed properties:
SMILES string: N/C=C/N.O.O.O
orbital gap: 8.03 eV
DFT total energy: -418.5926 Eh
total charge: 0
spin multiplicity: 1


Record 2
Computed, not measured: a 4-piece molecular cluster, C2H12N2O3 overall at a distorted geometry, with ωB97M-V/def2-TZVPD.

Bonds (Å) are listed after each position.
Cartesian coordinates (Å):
1 O 2.0726 1.9583 1.4941  H13 0.964, H18 0.964
2 O 1.3057 -1.8072 1.1062  H9 0.956, H10 0.955
3 O -1.5297 -1.6472 2.1744  H12 0.962, H14 0.985
4 N 0.5859 -0.0885 -2.5242  C7 1.373, H8 1.022, H17 1.013
5 N -1.1365 1.0610 -1.3276  C6 1.417, C7 1.261
6 C -0.9898 0.6226 0.0114  N5 1.417, H15 1.088, H16 1.150, H19 1.093
7 C -0.4266 0.8212 -2.3415  N4 1.373, N5 1.261, H11 1.139
8 H 1.3637 0.2534 -3.0930  N4 1.022
9 H 0.7152 -2.4712 0.7546  O2 0.956
10 H 0.9426 -1.1187 1.6592  O2 0.955
11 H -0.9273 1.2079 -3.2888  C7 1.139
12 H -2.0953 -1.3353 1.4615  O3 0.962
13 H 2.3559 2.5251 0.7679  O1 0.964
14 H -1.9227 -2.5226 2.3972  O3 0.985
15 H -1.4396 1.3162 0.7188  C6 1.088
16 H 0.0349 0.9085 0.4476  C6 1.150
17 H 0.7283 -0.5989 -1.6603  N4 1.013
18 H 1.4255 1.3732 1.0850  O1 0.964
19 H -1.0630 -0.4578 0.1575  C6 1.093

Computed properties:
orbital gap (alpha / beta): 10.66 / 6.25 eV
DFT total energy: -418.2382 Eh
⟨S²⟩: 0.757
total charge: +1
spin multiplicity: 2


Record 3
Computed, not measured: a 4-piece molecular cluster, C2H12N2O4 overall at a distorted geometry, with ωB97M-V/def2-TZVPD.

Bonds (Å) are listed after each position.
Cartesian coordinates (Å):
1 O -0.4597 -1.8090 3.8529  H13 0.961, H14 1.070
2 O -2.9234 0.0058 1.6876  H17 0.933, H18 0.974
3 O 2.1053 0.4274 -2.6462  C7 1.220
4 O -4.1126 -2.2135 -1.6293  H12 0.973, H19 1.057
5 N 3.0824 0.9125 -0.7138  C7 1.396, C8 1.408, H10 1.003
6 N 0.8362 1.4739 -0.3936  C8 1.558, H9 1.027, H20 1.008
7 C 3.0463 0.1883 -1.9071  O3 1.220, N5 1.396, H11 1.133
8 C 2.2596 2.0536 -0.6466  N5 1.408, N6 1.558, H15 1.100, H16 1.104
9 H 0.5846 1.3339 0.5918  N6 1.027
10 H 3.8271 0.9152 -0.0419  N5 1.003
11 H 3.6247 -0.7711 -2.0782  C7 1.133
12 H -4.4077 -3.0176 -2.0898  O4 0.973
13 H -0.7238 -2.5868 3.3549  O1 0.961
14 H -1.4030 -1.3356 3.6782  O1 1.070
15 H 2.3727 2.5593 -1.6172  C8 1.100
16 H 2.4892 2.6854 0.2296  C8 1.104
17 H -2.2443 0.3370 1.1396  O2 0.933
18 H -3.6779 0.3016 1.1472  O2 0.974
19 H -4.8608 -2.1976 -0.8833  O4 1.057
20 H 0.5852 0.7373 -1.0350  N6 1.008

Computed properties:
SMILES string: NCNC=O.O.O.O
orbital gap: 9.29 eV
DFT total energy: -493.8157 Eh
total charge: 0
spin multiplicity: 1


Record 4
Computed, not measured: a 5-piece molecular cluster, C2H12N2O4 overall at a distorted geometry, with ωB97M-V/def2-TZVPD.

Bonds (Å) are listed after each position.
Cartesian coordinates (Å):
1 O 3.2479 -0.7005 0.1124  H17 0.967, H18 0.959
2 O 1.1497 0.8517 -1.6012  C7 1.217
3 O 0.4326 -1.6893 -0.5514  H14 0.954, H20 0.965
4 O -3.1765 0.0797 0.1097  H9 0.954, H16 0.978
5 N -0.5136 -0.2521 1.7211  C8 1.460, H12 1.009, H19 1.022
6 N -0.5416 1.2718 -0.0371  C7 1.373, C8 1.432
7 C 0.0201 1.1771 -1.2865  O2 1.217, N6 1.373, H11 1.104
8 C 0.2749 0.7569 1.0206  N5 1.460, N6 1.432, H10 1.088, H15 1.102
9 H -2.8896 -0.7129 -0.3371  O4 0.954
10 H 1.2191 0.3758 0.6372  C8 1.088
11 H -0.6452 1.5308 -2.0938  C7 1.104
12 H -0.3584 -0.3107 2.7160  N5 1.009
13 H -1.3210 -0.5448 -1.5930  no bonds
14 H -0.2060 -1.4431 -1.2160  O3 0.954
15 H 0.5057 1.5769 1.7193  C8 1.102
16 H -2.5419 0.7011 -0.2997  O4 0.978
17 H 2.7111 -0.3716 -0.6220  O1 0.967
18 H 4.1439 -0.9275 -0.1431  O1 0.959
19 H -1.5030 -0.0789 1.5352  N5 1.022
20 H -0.0082 -1.2907 0.2093  O3 0.965

Computed properties:
orbital gap: 5.74 eV
DFT total energy: -493.6342 Eh
total charge: 0
spin multiplicity: 1


Record 5
Computed, not measured: a 5-piece molecular cluster, C2H12N2O6 overall at a distorted geometry, with ωB97M-V/def2-TZVPD.

Bonds (Å) are listed after each position.
Cartesian coordinates (Å):
1 O 0.0723 2.8313 -0.7864  H18 0.957, H21 0.957
2 O -1.3587 1.0192 -2.1739  H11 0.956, H19 0.953
3 O -0.9017 -0.9352 2.2361  C9 1.224
4 O 0.5904 -2.9734 -0.8982  H16 0.967, H17 0.966
5 O -1.6668 -1.4236 -0.5487  H13 0.965, H15 0.961
6 O 2.2283 0.9591 0.2050  C10 1.204
7 N 0.1545 0.7320 1.1954  C9 1.344, C10 1.491, H20 1.028
8 N 1.7304 -1.1024 0.9663  C10 1.342, H14 0.998, H22 1.020
9 C -0.7131 0.2680 2.1112  O3 1.224, N7 1.344, H12 1.103
10 C 1.4648 0.1926 0.7324  O6 1.204, N7 1.491, N8 1.342
11 H -0.4717 1.3038 -1.9572  O2 0.956
12 H -1.4386 0.8814 2.6708  C9 1.103
13 H -1.4586 -1.5666 0.3824  O5 0.965
14 H 1.1055 -1.7493 1.3987  N8 0.998
15 H -1.4936 -0.5040 -0.7655  O5 0.961
16 H 0.7848 -2.0376 -0.7532  O4 0.967
17 H -0.3648 -2.8672 -0.9911  O4 0.966
18 H 0.9497 3.2089 -0.7335  O1 0.957
19 H -1.4062 0.1462 -2.5532  O2 0.953
20 H 0.0588 1.6710 0.7869  N7 1.028
21 H -0.5463 3.3604 -1.2893  O1 0.957
22 H 2.6807 -1.4146 0.7650  N8 1.020

Computed properties:
SMILES string: NC(=O)NC=O.O.O.O.O
orbital gap: 10.96 eV
DFT total energy: -644.3953 Eh
total charge: 0
spin multiplicity: 1


Record 6
Computed, not measured: a 2-piece molecular cluster, C2H12N4 overall at a distorted geometry, with ωB97M-V/def2-TZVPD.

Bonds (Å) are listed after each position.
Cartesian coordinates (Å):
1 N -0.6008 -0.8737 1.1311  C5 1.487, H8 1.017, H13 1.020
2 N 2.5549 1.6454 -0.3722  C6 1.485, H7 1.021, H18 1.017
3 N -2.9508 -1.3993 0.8627  C5 1.431, H12 1.006, H17 1.007
4 N 1.1524 1.3665 -2.3272  C6 1.453, H11 1.006, H14 1.007
5 C -1.7707 -1.6413 1.6354  N1 1.487, N3 1.431, H9 1.073, H16 1.088
6 C 1.5411 0.7971 -1.0487  N2 1.485, N4 1.453, H10 1.088, H15 1.075
7 H 2.8889 1.0915 0.4177  N2 1.021
8 H -0.4151 -1.2539 0.2062  N1 1.017
9 H -1.6087 -2.7005 1.5854  C5 1.073
10 H 1.8954 -0.2059 -1.2758  C6 1.088
11 H 1.8442 1.9811 -2.7210  N4 1.006
12 H -2.8818 -1.5669 -0.1266  N3 1.006
13 H 0.2049 -1.1455 1.6951  N1 1.020
14 H 0.2549 1.8054 -2.4540  N4 1.007
15 H 0.6809 0.7515 -0.4057  C6 1.075
16 H -1.9660 -1.2336 2.6249  C5 1.088
17 H -3.4066 -0.5242 1.0626  N3 1.007
18 H 2.0341 2.3982 0.0698  N2 1.017

Computed properties:
SMILES string: NCN.NCN
orbital gap: 9.81 eV
DFT total energy: -302.3869 Eh
total charge: 0
spin multiplicity: 1


Record 7
Computed, not measured: a 3-piece molecular cluster, C2H12NO2 overall at a distorted geometry, with ωB97M-V/def2-TZVPD.

Bonds (Å) are listed after each position.
Cartesian coordinates (Å):
1 O 0.0786 -3.9466 -2.0252  H7 0.990, H16 0.965
2 O 0.0839 2.6308 -1.0441  H8 1.022, H17 1.028
3 N -0.0539 -0.4682 -0.0284  C5 1.641, H6 1.091, H9 1.081, H14 1.006
4 C -0.4947 1.2858 1.7675  C5 1.529, H11 1.151, H12 1.105, H15 1.120
5 C 0.5896 0.3429 1.2452  N3 1.641, C4 1.529, H10 1.117, H13 1.114
6 H -0.5122 -1.4383 0.1679  N3 1.091
7 H 0.1932 -4.9214 -1.8955  O1 0.990
8 H 0.3331 3.6182 -1.1349  O2 1.022
9 H -0.8505 0.2115 -0.2954  N3 1.081
10 H 1.5410 0.8240 0.9111  C5 1.117
11 H -0.6265 2.1231 0.9892  C4 1.151
12 H -0.2320 1.5857 2.7982  C4 1.105
13 H 0.8249 -0.4690 1.9706  C5 1.114
14 H 0.5969 -0.5941 -0.7846  N3 1.006
15 H -1.4782 0.7500 1.7635  C4 1.120
16 H -0.7062 -3.9200 -2.5856  O1 0.965
17 H 0.7129 2.3857 -1.8196  O2 1.028

Computed properties:
orbital gap (alpha / beta): 3.93 / 11.84 eV
DFT total energy: -288.4731 Eh
⟨S²⟩: 0.751
total charge: 0
spin multiplicity: 2


Record 8
Computed, not measured: a 3-piece molecular cluster, C2H12NO2 overall at a distorted geometry, with ωB97M-V/def2-TZVPD.

Bonds (Å) are listed after each position.
Cartesian coordinates (Å):
1 O 2.5517 0.3111 0.5595  H8 0.966, H16 0.967
2 O 0.3442 2.4680 -0.2231  H13 0.966, H17 0.962
3 N 0.1026 -0.8301 0.8258  C4 1.480, H7 1.057, H9 1.038, H12 1.053
4 C -0.4552 -0.5275 -0.5107  N3 1.480, C5 1.555, H10 1.074, H15 1.086
5 C -1.8994 -1.0773 -0.6815  C4 1.555, H6 1.096, H11 1.091, H14 1.083
6 H -2.0085 -1.3685 -1.7324  C5 1.096
7 H -0.2721 -0.1256 1.5189  N3 1.057
8 H 2.8783 1.1281 0.1597  O1 0.966
9 H 0.0043 -1.7989 1.1844  N3 1.038
10 H -0.5459 0.5288 -0.6796  C4 1.074
11 H -2.6061 -0.2544 -0.5627  C5 1.091
12 H 1.1458 -0.6991 0.7610  N3 1.053
13 H -0.2157 2.6211 0.5492  O2 0.966
14 H -2.1297 -1.9848 -0.1365  C5 1.083
15 H 0.1446 -1.0016 -1.2814  C4 1.086
16 H 3.1663 0.0429 1.2561  O1 0.967
17 H -0.2053 2.5680 -1.0065  O2 0.962

Computed properties:
orbital gap (alpha / beta): 3.87 / 11.99 eV
DFT total energy: -288.4962 Eh
⟨S²⟩: 0.750
total charge: 0
spin multiplicity: 2


Record 9
Computed, not measured: a 3-piece molecular cluster, C2H12NO2 overall at a distorted geometry, with ωB97M-V/def2-TZVPD.

Bonds (Å) are listed after each position.
Cartesian coordinates (Å):
1 O -0.8225 -2.4060 2.0132  H12 0.978, H17 0.953
2 O 1.0287 2.3472 -2.2219  H6 0.987, H9 0.978
3 N 0.0310 -0.1345 0.5679  C4 1.514, C5 1.470, H13 1.030, H15 1.006
4 C -1.2341 0.5831 0.1458  N3 1.514, H7 1.086, H10 1.089, H11 1.085
5 C 0.9632 -0.4002 -0.5368  N3 1.470, H8 1.088, H14 1.090, H16 1.092
6 H 0.8669 2.7079 -3.1268  O2 0.987
7 H -0.9597 1.3829 -0.5358  C4 1.086
8 H 0.6668 -1.2480 -1.1505  C5 1.088
9 H 1.0894 3.1527 -1.6697  O2 0.978
10 H -1.8668 -0.1424 -0.3625  C4 1.089
11 H -1.7654 0.9577 1.0147  C4 1.085
12 H -0.1981 -3.1489 2.1378  O1 0.978
13 H -0.3450 -0.9695 1.0395  N3 1.030
14 H 1.9714 -0.6500 -0.2054  C5 1.090
15 H 0.4892 0.5281 1.1702  N3 1.006
16 H 1.0558 0.4708 -1.1885  C5 1.092
17 H -1.1875 -2.2260 2.8744  O1 0.953

Computed properties:
orbital gap: 12.15 eV
DFT total energy: -288.3911 Eh
total charge: +1
spin multiplicity: 1


Record 10
Computed, not measured: a 3-piece molecular cluster, C2H12NO2S overall at a distorted geometry, with ωB97M-V/def2-TZVPD.

Bonds (Å) are listed after each position.
Cartesian coordinates (Å):
1 S 0.1577 -2.2720 -1.2966  C5 1.803, H17 1.322
2 O -0.3960 2.0807 2.3285  H14 0.976, H15 0.947
3 O -0.2323 0.8434 -2.8072  H7 0.946, H16 0.936
4 N 0.6228 0.5083 0.0710  C6 1.542, H8 1.023, H9 1.029, H10 1.004
5 C -0.2161 -1.8646 0.4201  S1 1.803, C6 1.522, H12 1.090, H13 1.088
6 C 0.7100 -0.7697 0.9289  N4 1.542, C5 1.522, H11 1.088, H18 1.086
7 H -1.0970 0.8688 -3.1909  O3 0.946
8 H 0.1463 0.2911 -0.8084  N4 1.023
9 H -0.0098 1.1946 0.5040  N4 1.029
10 H 1.4788 1.0034 -0.1043  N4 1.004
11 H 1.7244 -1.1184 0.7483  C6 1.088
12 H -0.1954 -2.6345 1.1914  C5 1.090
13 H -1.2734 -1.6092 0.3926  C5 1.088
14 H -1.1913 1.9012 2.8654  O2 0.976
15 H -0.4209 2.9793 2.0317  O2 0.947
16 H 0.3490 0.4654 -3.4359  O3 0.936
17 H -0.7876 -1.4833 -1.7797  S1 1.322
18 H 0.6309 -0.3844 1.9410  C6 1.086

Computed properties:
orbital gap: 10.19 eV
DFT total energy: -686.5792 Eh
total charge: +1
spin multiplicity: 1


Record 11
Computed, not measured: a 4-piece molecular cluster, C2H12NO3 overall at a distorted geometry, with ωB97M-V/def2-TZVPD.

Bonds (Å) are listed after each position.
Cartesian coordinates (Å):
1 O -1.2609 1.1974 1.0618  H8 0.975, H17 0.969
2 O -2.6360 0.6949 3.4768  H7 0.963, H9 0.968
3 O 2.8084 -0.7192 0.0643  H13 0.972, H15 0.963
4 N 0.3179 0.0808 -0.9032  C5 1.465, H10 1.017, H12 1.053, H18 1.023
5 C 0.2242 -0.2961 -2.3159  N4 1.465, C6 1.321, H16 1.083
6 C 0.8172 -1.3636 -2.8194  C5 1.321, H11 1.078, H14 1.077
7 H -2.9496 0.0406 4.1095  O2 0.963
8 H -1.8817 0.9278 1.7637  O1 0.975
9 H -2.6486 1.5299 3.9670  O2 0.968
10 H -0.0605 0.9870 -0.6394  N4 1.017
11 H 0.6062 -1.5837 -3.8534  C6 1.078
12 H 1.3056 -0.0614 -0.5659  N4 1.053
13 H 3.2168 -1.5662 -0.1802  O3 0.972
14 H 1.4864 -1.9115 -2.1772  C6 1.077
15 H 3.3702 -0.3552 0.7571  O3 0.963
16 H -0.5382 0.2488 -2.8586  C5 1.083
17 H -1.6650 2.0324 0.7821  O1 0.969
18 H -0.2360 -0.5454 -0.3143  N4 1.023

Computed properties:
orbital gap: 12.00 eV
DFT total energy: -363.6245 Eh
total charge: +1
spin multiplicity: 1


Record 12
Computed, not measured: a 4-piece molecular cluster, C2H12NO3 overall at a distorted geometry, with ωB97M-V/def2-TZVPD.

Bonds (Å) are listed after each position.
Cartesian coordinates (Å):
1 O -0.3704 3.5943 -1.0278  H10 1.047, H14 0.961
2 O -0.1648 0.1621 1.3481  H9 0.980, H13 0.977
3 O -1.2561 -0.8873 3.8394  H11 0.891, H17 1.000
4 N 0.3796 -0.6971 -1.1128  C5 1.342, C6 1.579, H15 1.055
5 C -0.3602 -0.1765 -2.1040  N4 1.342, H8 1.100, H12 1.136
6 C 1.4843 -1.7993 -1.3515  N4 1.579, H7 1.003, H16 1.097, H18 1.134
7 H 1.0511 -2.6937 -1.2137  C6 1.003
8 H -1.3945 0.1096 -1.8631  C5 1.100
9 H 0.0357 1.1170 1.4390  O2 0.980
10 H 0.4879 3.7248 -1.6138  O1 1.047
11 H -1.9593 -0.5762 4.2886  O3 0.891
12 H 0.2222 -0.1543 -3.0794  C5 1.136
13 H -0.7344 -0.1631 2.0727  O2 0.977
14 H -0.2592 4.0754 -0.2032  O1 0.961
15 H 0.0912 -0.3860 -0.1469  N4 1.055
16 H 2.3573 -1.5503 -0.7356  C6 1.097
17 H -1.4862 -1.8597 3.8785  O3 1.000
18 H 1.8759 -1.8397 -2.4146  C6 1.134

Computed properties:
orbital gap: 9.79 eV
DFT total energy: -363.5664 Eh
total charge: +1
spin multiplicity: 1


Record 13
Computed, not measured: a 4-piece molecular cluster, C2H12NO3 overall at a distorted geometry, with ωB97M-V/def2-TZVPD.

Bonds (Å) are listed after each position.
Cartesian coordinates (Å):
1 O 4.1474 0.3728 -3.1737  H8 0.962, H14 0.964
2 O -2.9224 -0.1864 -0.7966  H15 0.969, H17 0.971
3 O -1.7263 -1.8207 1.4914  H7 0.963, H10 0.968
4 N 0.2779 0.2006 1.4104  C5 1.276, C6 1.464, H18 1.023
5 C 0.7813 1.2551 1.9238  N4 1.276, H13 1.083, H16 1.082
6 C 0.2885 -0.1225 -0.0170  N4 1.464, H9 1.080, H11 1.076, H12 1.093
7 H -2.1302 -2.3047 2.2197  O3 0.963
8 H 4.0436 1.1734 -2.6499  O1 0.962
9 H 0.0771 -1.1680 -0.1892  C6 1.080
10 H -2.4380 -1.2881 1.1071  O3 0.968
11 H -0.4456 0.4339 -0.5734  C6 1.076
12 H 1.2942 0.0312 -0.4175  C6 1.093
13 H 1.7139 1.6059 1.4986  C5 1.083
14 H 4.2416 0.6801 -4.0823  O1 0.964
15 H -3.2064 -0.9997 -1.2412  O2 0.969
16 H 0.3027 1.8642 2.6798  C5 1.082
17 H -3.6911 0.3613 -1.0230  O2 0.971
18 H -0.6084 -0.0884 1.8329  N4 1.023

Computed properties:
orbital gap: 8.66 eV
DFT total energy: -363.5887 Eh
total charge: +1
spin multiplicity: 1